Molecular formula: C8H17NO2SSe3TcTe
Method: DFT, ωB97M-V/def2-TZVPD

Positions of all 34 atoms, in Å:
Tc 0.6679 -0.8289 0.7594
Se -0.1992 -2.3120 2.3487
Se 1.2972 -2.5337 4.0967
Te 3.5531 -1.6449 3.3800
Se 3.1771 -0.0099 1.6733
O 1.6312 -2.0979 -0.3988
S 1.4963 -2.9744 -1.6893
C 0.8007 -1.8733 -2.9334
C -0.6957 -1.8254 -2.6453
C -1.0954 -3.2835 -2.4395
C -0.0551 -3.9027 -1.4938
H 1.0172 -2.3421 -3.8967
H 1.3532 -0.9365 -2.8679
H -1.2427 -1.3509 -3.4586
H -0.8877 -1.2417 -1.7394
H -1.0724 -3.8042 -3.3975
H -2.0989 -3.3940 -2.0328
H 0.1596 -4.9525 -1.6846
H -0.2977 -3.7849 -0.4365
C -0.8176 4.3920 1.2236
N -0.1989 3.0860 0.9155
C 0.8442 3.0790 -0.1185
C -0.5712 2.0091 1.5396
C -1.5867 2.0466 2.6273
O -0.0646 0.8658 1.2301
H -0.6008 5.0684 0.4028
H -0.4000 4.8035 2.1407
H -1.8943 4.2991 1.3193
H 1.4421 3.9799 -0.0078
H 0.3927 3.0744 -1.1099
H 1.4891 2.2191 0.0045
H -1.3380 2.8094 3.3649
H -1.6355 1.0749 3.1083
H -2.5692 2.2863 2.2156

Computed properties:
Charge: +2
Energy relative to the best compared isomer or geometry (same formula, charge and spin), kJ/mol: 0.00
HOMO energy (alpha / beta), eV: -14.1 / -14.6
HOMO-LUMO gap (alpha / beta), eV: 5.7 / 6.3
Maximum force, eV/A: 1.4
Spin multiplicity: 4
⟨S²⟩: 4.15
E, a.u.: -8470.99111

Results of the Mulliken charge analysis, in e, for atoms 1 through 8:
1. Tc 1.099
2. Se 0.077
3. Se -0.027
4. Te 0.401
5. Se -0.137
6. O -0.449
7. S 0.276
8. C -0.614


Molecular formula: C17H27Br2ClI3N4O3S2
Method: DFT, ωB97M-V/def2-TZVPD

Positions of all 59 atoms, in Å:
C 1.2750 -1.2742 3.3250
C 2.2405 -0.8773 2.2087
C 2.1509 -1.8073 0.9839
Cl 3.6436 -2.6720 0.6257
N 1.4877 -1.2207 -0.2107
C 0.1640 -1.3186 -0.3615
C -0.7928 -1.9840 0.5667
Br -0.5062 -3.9126 0.5089
C -2.2412 -1.5970 0.2639
C -2.9183 -2.3044 -0.8962
Br -3.2151 -1.9675 1.9198
N -0.2560 -0.7251 -1.4616
C 0.8315 -0.2624 -2.0734
N 0.7008 0.3559 -3.2743
S 1.9794 0.9134 -4.2428
C -0.6974 0.4779 -3.7322
C -0.7946 1.2407 -5.0391
O -0.8481 0.7407 -6.0927
I -0.9536 3.3707 -4.7548
N 1.9522 -0.5189 -1.3394
C 3.3329 -0.1564 -1.6379
I 4.3733 0.8704 -0.0580
C 4.2078 -1.2567 -2.2793
C 3.4131 -2.4021 -2.8729
I 5.3977 -0.3609 -3.8347
H 1.0938 -2.3441 3.3655
H 0.3361 -0.7319 3.2343
H 1.6940 -0.9551 4.2739
H 2.0889 0.1505 1.9009
H 3.2635 -0.9364 2.5645
H 1.4821 -2.6164 1.2443
H -0.5950 -1.7192 1.5982
H -2.2766 -0.5225 0.1372
H -3.6465 -1.6443 -1.3574
H -2.1993 -2.5789 -1.6629
H -3.4330 -3.1993 -0.5684
H 2.0952 2.1583 -3.7469
H -1.1299 -0.5056 -3.8877
H -1.2660 1.0340 -2.9950
H 3.2941 0.6721 -2.3204
H 4.9428 -1.6100 -1.5753
H 2.8078 -2.9005 -2.1192
H 4.0796 -3.1353 -3.3133
H 2.7521 -2.0567 -3.6667
C -3.5204 1.9566 2.4590
C -3.6879 2.9709 3.5977
C -2.2721 3.3728 4.0457
S -1.2119 3.1779 2.6034
O -0.2697 2.1098 2.8478
O -0.7582 4.4589 2.1360
C -2.4817 2.5479 1.5142
H -4.4588 1.7655 1.9404
H -3.1616 1.0062 2.8593
H -4.2307 3.8450 3.2356
H -4.2526 2.5563 4.4300
H -2.2061 4.4039 4.3814
H -1.8877 2.7079 4.8162
H -2.0310 1.8220 0.8403
H -2.8801 3.3881 0.9466

Computed properties:
Charge: +1
HOMO energy, eV: -12.2
HOMO-LUMO gap, eV: 8.6
Maximum force, eV/A: 1.0
E, a.u.: -8406.11527

Results of the Mulliken charge analysis, in e, for atoms 1 through 8:
1. C -1.358
2. C -0.379
3. C 0.228
4. Cl -0.112
5. N 0.484
6. C 0.053
7. C -0.222
8. Br 0.060


Molecular formula: C15H33Br3O22S6
Method: DFT, ωB97M-V/def2-TZVPD

Positions of all 79 atoms, in Å:
O -0.6137 5.8963 0.5057
S -0.0004 5.5054 1.7264
O -0.7569 4.8449 2.7265
O 1.2922 4.6044 1.4214
C 1.2557 3.7818 0.2469
C 1.1802 2.2996 0.5622
C 0.8592 6.8718 2.4479
H 2.0487 4.0909 -0.4405
H 0.3752 4.0489 -0.3488
H 0.7476 1.8345 -0.3231
H 0.5628 2.1484 1.4464
H 2.1455 1.8175 0.7322
H 1.7007 6.5119 3.0330
H 0.1498 7.3923 3.0850
H 1.2481 7.5014 1.6525
O 0.6521 -2.3582 -5.9949
S 0.8011 -3.2346 -4.8748
O 0.4969 -4.6056 -5.0445
O 2.2480 -3.0385 -4.2696
C 3.3456 -2.8349 -5.1808
C 3.6132 -3.9993 -6.1198
C -0.1590 -2.6067 -3.5251
H 4.2219 -2.6757 -4.5546
H 3.1466 -1.9322 -5.7594
H 4.3224 -3.6369 -6.8645
H 2.7041 -4.1592 -6.7043
H 3.8948 -4.9041 -5.5936
H -1.1716 -2.6531 -3.9224
H 0.1984 -1.6355 -3.2093
H -0.1147 -3.3706 -2.7499
C -1.5543 -1.7313 -0.0331
Br -3.0810 -2.5816 -0.8822
Br -1.7816 -1.7649 1.8574
Br -1.4177 0.0758 -0.7547
H -0.6382 -2.2056 -0.3564
C 1.6367 -0.9070 4.5058
C 1.0383 0.0246 3.4787
O -0.1243 0.5874 4.0959
S -0.5896 -0.2336 5.3956
O -1.8997 -0.7331 5.2367
O -0.2490 0.5313 6.5349
O 0.5295 -1.3960 5.2683
H 2.4407 -0.4894 5.1114
H 2.0449 -1.7979 4.0271
H 0.7459 -0.4973 2.5675
H 1.6987 0.8461 3.2083
C 2.7006 0.9191 -2.6209
C 3.8306 0.0380 -3.2127
O 3.5877 -1.2819 -2.7303
S 2.7533 -1.2971 -1.3802
O 3.5792 -1.0056 -0.2774
O 1.8869 -2.4052 -1.3470
O 1.9830 0.0268 -1.7428
H 1.9327 1.2116 -3.3336
H 2.9522 1.7684 -1.9886
H 4.8377 0.4051 -3.0427
H 3.6439 -0.0848 -4.2779
C -2.8213 3.7346 -1.2296
C -3.5246 3.4943 -2.5421
O -4.2453 4.6985 -2.7762
S -4.8579 5.1787 -1.3581
O -6.1277 4.6072 -1.1657
O -4.7210 6.5816 -1.2831
O -3.7488 4.4710 -0.4396
H -1.9294 4.3484 -1.3749
H -2.5386 2.7828 -0.7803
H -4.2439 2.6676 -2.5031
H -2.8399 3.2284 -3.3457
C -2.0923 -4.1986 4.1382
C -3.6165 -4.2491 4.0040
O -3.9875 -5.4285 4.7521
S -2.8287 -5.9382 5.7310
O -2.2749 -7.1189 5.2072
O -3.2480 -5.8971 7.0659
O -1.8518 -4.7086 5.4413
H -1.6977 -3.1907 4.1050
H -1.6804 -4.8327 3.3473
H -3.9829 -4.3251 2.9883
H -4.0229 -3.4325 4.6048

Computed properties:
Energy relative to the best compared isomer or geometry (same formula, charge and spin), kJ/mol: 0.00
HOMO energy, eV: -11.0
HOMO-LUMO gap, eV: 10.2
Maximum force, eV/A: 1.9
E, a.u.: -12357.63032

Results of the Mulliken charge analysis, in e, for atoms 1 through 8:
1. O -0.620
2. S 1.257
3. O -0.605
4. O -0.308
5. C -0.165
6. C -0.037
7. C -1.001
8. H 0.307


Molecular formula: C11H16N5OReS
Method: DFT, ωB97M-V/def2-TZVPD

Positions of all 35 atoms, in Å:
Re -0.4905 -1.3023 0.4150
N -1.3837 1.7124 3.3615
C -1.4266 0.8867 2.3437
S 0.1517 0.5341 1.4551
N -2.4995 0.3170 1.9097
N -2.2680 -0.4128 0.7896
C -3.1927 -0.4854 -0.1259
C -2.7638 -1.0610 -1.4010
C -3.5520 -1.1981 -2.5132
C -2.9577 -1.6443 -3.7061
C -1.6007 -1.9115 -3.7352
C -0.8514 -1.7436 -2.5766
N -1.4227 -1.3485 -1.4304
H -0.5295 2.1625 3.6566
H -2.2349 1.9584 3.8542
H -4.1625 -0.0261 0.0367
H -4.6053 -0.9512 -2.4670
H -3.5564 -1.7606 -4.6012
H -1.1104 -2.2337 -4.6439
H 0.2174 -1.9208 -2.5691
C 2.3870 -4.6257 0.9806
N 1.1961 -4.7736 1.8387
C 1.2178 -5.9668 2.7128
C 0.2283 -3.9346 1.8820
C -0.9340 -4.0496 2.8037
O 0.2684 -2.8810 1.0374
H 3.2683 -4.6884 1.6172
H 2.3843 -3.6789 0.4569
H 2.4108 -5.4511 0.2710
H 1.7562 -6.7532 2.1908
H 0.2146 -6.3128 2.9366
H 1.7473 -5.7290 3.6356
H -0.6000 -4.2390 3.8239
H -1.5770 -4.8809 2.5038
H -1.5221 -3.1341 2.7949

Computed properties:
Charge: +3
Energy relative to the best compared isomer or geometry (same formula, charge and spin), kJ/mol: 0.00
HOMO energy (alpha / beta), eV: -18.9 / -19.0
HOMO-LUMO gap (alpha / beta), eV: 6.4 / 6.3
Maximum force, eV/A: 0.7
Spin multiplicity: 2
⟨S²⟩: 0.77
E, a.u.: -1253.18533

Results of the Mulliken charge analysis, in e, for atoms 1 through 8:
1. Re 1.570
2. N -0.325
3. C 0.713
4. S -0.121
5. N -1.161
6. N 0.640
7. C -0.255
8. C 0.797


Molecular formula: C6H11O2P
Method: DFT, ωB97M-V/def2-TZVPD

Positions of all 20 atoms, in Å:
C -0.3941 0.1274 1.2832
C -1.4609 0.1591 0.4978
C -1.2652 -0.4496 -0.9526
C 0.1187 -0.9815 -1.2029
C -2.9478 0.0934 0.6172
C 3.1782 1.1206 0.0507
O 2.2716 -1.3016 0.6577
O 1.7724 1.0059 -0.2085
P 1.1810 -0.4689 0.2035
H -0.4228 0.4906 2.3237
H -2.1114 -1.2968 -1.1413
H -1.4015 0.4748 -1.5351
H -0.0069 -2.1501 -1.2722
H 0.7157 -0.6325 -2.1275
H -3.2430 -0.8817 0.9263
H -3.4266 0.4251 -0.2928
H -3.2735 0.6660 1.5257
H 3.3040 2.1762 0.2363
H 3.9407 0.7202 -0.5779
H 3.4713 0.7035 0.9886

Computed properties:
Energy relative to the best compared isomer or geometry (same formula, charge and spin), kJ/mol: 35.95
HOMO energy, eV: -9.8
HOMO-LUMO gap, eV: 10.6
Maximum force, eV/A: 4.2
Structure (SMILES): CO[P@@]1(=O)C=C(C)CC1
E, a.u.: -727.02507

Results of the Mulliken charge analysis, in e, for atoms 1 through 8:
1. C -0.695
2. C 0.769
3. C -0.644
4. C -0.522
5. C -1.459
6. C -0.855
7. O -0.703
8. O -0.301


Question: Among the records above, which one has the highest maximum force?
Answer: C6H11O2P


Question: Among the records above, which one has the lowest E?
Answer: C15H33Br3O22S6


Question: Number 4 is which compound?
Answer: C11H16N5OReS